{"formula": "C38H100N8O11", "method": "ωB97M-V/def2-TZVPD", "species": ["C", "C", "C", "O", "C", "N", "H", "H", "H", "H", "H", "H", "H", "H", "H", "H", "H", "C", "C", "C", "O", "C", "N", "H", "H", "H", "H", "H", "H", "H", "H", "H", "H", "H", "C", "C", "C", "O", "C", "N", "H", "H", "H", "H", "H", "H", "H", "H", "H", "H", "H", "C", "C", "C", "O", "C", "N", "H", "H", "H", "H", "H", "H", "H", "H", "H", "H", "H", "C", "C", "C", "O", "C", "N", "H", "H", "H", "H", "H", "H", "H", "H", "H", "H", "H", "C", "O", "C", "C", "N", "C", "C", "O", "C", "H", "H", "H", "H", "H", "H", "H", "H", "H", "H", "H", "H", "H", "H", "H", "C", "O", "C", "C", "N", "C", "C", "O", "C", "H", "H", "H", "H", "H", "H", "H", "H", "H", "H", "H", "H", "H", "H", "H", "C", "O", "C", "C", "N", "C", "C", "O", "C", "H", "H", "H", "H", "H", "H", "H", "H", "H", "H", "H", "H", "H", "H", "H"], "coordinates": [[24.61235, -15.27948, -6.30820], [25.96405, -15.80576, -6.06975], [25.97756, -17.25378, -5.60008], [27.30275, -17.77797, -5.29834], [27.79340, -17.38499, -4.04485], [26.76694, -15.74529, -7.29314], [24.00683, -15.52751, -5.43646], [24.06743, -15.41043, -7.24310], [24.78062, -14.20313, -6.27280], [26.34677, -15.14343, -5.29325], [25.58846, -17.87997, -6.40293], [25.40685, -17.26352, -4.67148], [28.66236, -17.96916, -3.74197], [26.94385, -17.61316, -3.40120], [28.02484, -16.32009, -4.06803], [26.32141, -16.27485, -8.02877], [27.58728, -16.22879, -6.95645], [28.53701, -14.85866, -1.36958], [29.97760, -15.12847, -0.77452], [30.46184, -16.60338, -1.21114], [29.61650, -17.64134, -0.51579], [29.90426, -17.89314, 0.86065], [30.74433, -13.94409, -1.17923], [28.62914, -14.91826, -2.45404], [28.16377, -13.84669, -1.21244], [27.89408, -15.64373, -0.97155], [29.66989, -15.15429, 0.27082], [31.48821, -16.65093, -0.84727], [30.62967, -16.87478, -2.25339], [29.20234, -18.58732, 1.32273], [29.77369, -16.98973, 1.45640], [30.96398, -18.11479, 0.98699], [30.52371, -13.58914, -2.09871], [31.69531, -14.28346, -1.20271], [19.87882, -16.01618, -10.14372], [21.33289, -15.58313, -10.40540], [21.46942, -14.13056, -10.97074], [21.25554, -14.12102, -12.36782], [21.40137, -12.87837, -13.13379], [22.22315, -15.68283, -9.24956], [19.45963, -15.84364, -11.13498], [19.33886, -15.47992, -9.36335], [19.82900, -17.10350, -10.08585], [21.83233, -16.38657, -10.94683], [22.41335, -13.62768, -10.76053], [20.67852, -13.54591, -10.50090], [21.03850, -11.93315, -12.73008], [20.93587, -13.04678, -14.10490], [22.43760, -12.58518, -13.30218], [22.04273, -14.85778, -8.69563], [23.06617, -15.39716, -9.72687], [20.01229, -14.43720, -6.41451], [19.76707, -15.00343, -5.07483], [18.35075, -15.65293, -4.90573], [18.26190, -17.00567, -5.48613], [17.46462, -17.91950, -4.75892], [20.82619, -15.91923, -4.80184], [20.66059, -14.95051, -7.12466], [20.32349, -13.39259, -6.40869], [19.03009, -14.35272, -6.87955], [19.85965, -14.29886, -4.24833], [17.54687, -15.07237, -5.35830], [18.15410, -15.81188, -3.84546], [16.51557, -17.41694, -4.57224], [17.88741, -18.18627, -3.79032], [17.35816, -18.87117, -5.27959], [20.65007, -16.72340, -5.38699], [21.72734, -15.53595, -5.04909], [29.26405, -19.10637, -7.58008], [28.51504, -19.11436, -8.91766], [28.32223, -20.55855, -9.42684], [27.39603, -20.69528, -10.51192], [27.25596, -22.07391, -10.97691], [27.27756, -18.44317, -8.75069], [28.60407, -19.17077, -6.71500], [29.76245, -18.14303, -7.47212], [30.11918, -19.78180, -7.60560], [29.06165, -18.61991, -9.72069], [27.81542, -21.19251, -8.69929], [29.29791, -21.01551, -9.59219], [27.79408, -22.41619, -11.86086], [26.28827, -22.24955, -11.44685], [27.22407, -22.75687, -10.12800], [26.90932, -18.64311, -7.83172], [26.66647, -18.63403, -9.53187], [28.98558, -21.38710, -3.84241], [30.03510, -21.21930, -4.73498], [31.35649, -21.01000, -4.15870], [32.47154, -20.39713, -5.07935], [32.34657, -18.95155, -5.14731], [32.56392, -18.29733, -3.85358], [32.56342, -16.72506, -4.04818], [31.29055, -16.25666, -4.56719], [31.44411, -15.09205, -5.22692], [29.03819, -22.33131, -3.30037], [28.07446, -21.53364, -4.42248], [28.79458, -20.59461, -3.11881], [31.62590, -22.02781, -3.87660], [31.19421, -20.55169, -3.18314], [32.43154, -20.79178, -6.09460], [33.47291, -20.51538, -4.66537], [31.55077, -18.58014, -5.64619], [33.55333, -18.63538, -3.54558], [31.80242, -18.57791, -3.12592], [33.42202, -16.34281, -4.60024], [32.71443, -16.41033, -3.01559], [30.41524, -14.73233, -5.23774], [31.59064, -15.29980, -6.28686], [31.97459, -14.22413, -4.83525], [23.59303, -12.06670, -8.19226], [22.16927, -12.30379, -8.07032], [21.52965, -11.20977, -7.58946], [20.10353, -11.06157, -8.34206], [20.36986, -10.44185, -9.69122], [19.14196, -10.51250, -10.51211], [19.26206, -9.52564, -11.73147], [20.22410, -9.89115, -12.77059], [20.70288, -8.86866, -13.55554], [24.06723, -12.90270, -8.70638], [24.06155, -11.78530, -7.24918], [23.81480, -11.21708, -8.83807], [22.09488, -10.30093, -7.79587], [21.51380, -11.03687, -6.51338], [19.55713, -10.26429, -7.83818], [19.56389, -12.00449, -8.43018], [21.05301, -11.05387, -10.11409], [18.19757, -10.19386, -10.07086], [18.95195, -11.54535, -10.80398], [19.53060, -8.57230, -11.27635], [18.22117, -9.34081, -11.99697], [21.20932, -8.07764, -13.00244], [19.86839, -8.36829, -14.04684], [21.39768, -9.40457, -14.20218], [21.81615, -13.45140, -1.85907], [23.05343, -12.85507, -2.33790], [24.17086, -13.71842, -2.44998], [25.49611, -12.88404, -2.58242], [25.62809, -12.16708, -3.82529], [26.95232, -11.99516, -4.41429], [26.93805, -10.75815, -5.39137], [26.48582, -9.66901, -4.63095], [26.28774, -8.49240, -5.53147], [21.32400, -14.18634, -2.49605], [21.18512, -12.56821, -1.75969], [21.88798, -13.94407, -0.88942], [24.10340, -14.39159, -3.30462], [24.34392, -14.32874, -1.56360], [26.36185, -13.54479, -2.62727], [25.61882, -12.16335, -1.77393], [25.28524, -11.22505, -3.70221], [27.21614, -12.92074, -4.92597], [27.62875, -11.76760, -3.59043], [26.29718, -10.99562, -6.24048], [27.93892, -10.60191, -5.79382], [25.46669, -8.58755, -6.24204], [27.21392, -8.34655, -6.08737], [26.12148, -7.55604, -4.99884]], "forces_ev_per_angstrom": [[-1.2, 1.6, 0.5], [0.7, -1.2, -1.3], [0.7, 0.3, 1.0], [-0.2, -0.2, -1.5], [-1.2, 0.1, -0.2], [0.5, 1.2, 1.2], [-0.5, 0.0, -0.2], [0.3, -0.9, 0.0], [-0.5, 0.3, 0.1], [0.6, -0.1, 0.1], [-0.3, -0.1, 0.3], [-0.4, -0.7, 0.1], [0.0, -0.1, -0.3], [0.4, 0.4, 1.0], [0.1, 0.1, 0.4], [0.2, -0.3, 0.0], [0.6, -0.3, -1.1], [1.2, -0.8, -0.3], [-3.4, 0.2, -2.3], [-0.4, 0.4, 2.9], [0.8, 0.9, -1.5], [0.5, 1.6, 0.0], [1.1, -1.7, 1.0], [-0.2, -0.4, -0.2], [0.1, -0.1, 0.7], [-0.4, 0.3, -0.3], [1.3, 0.0, 0.4], [0.4, -0.3, 0.7], [-1.3, 0.4, -0.2], [0.3, -0.4, -0.7], [-0.1, 0.3, 0.0], [0.0, -0.7, 0.1], [-0.3, -0.3, -0.1], [0.6, 0.7, 0.0], [1.0, 0.0, -1.6], [0.3, -0.1, 0.6], [-0.9, -0.3, -1.1], [-0.1, 0.8, -1.2], [0.4, -0.5, 0.6], [0.1, 0.7, 0.6], [-0.8, 0.4, 0.1], [0.1, -0.1, 0.0], [0.0, 0.1, 0.8], [-0.6, 0.4, -1.5], [0.4, -0.3, 0.3], [-0.1, 0.3, 0.4], [-0.9, -0.5, 0.6], [0.0, -0.1, 0.2], [0.6, -0.7, -0.1], [-0.1, 0.3, 0.8], [1.0, -0.3, 0.5], [-1.6, 2.2, -1.9], [-0.3, -0.6, 0.8], [0.5, -2.0, 0.2], [1.0, 0.8, -0.3], [0.0, 0.8, 0.4], [0.3, -2.0, 1.2], [0.0, -0.4, 0.5], [0.4, 0.0, 0.3], [-0.1, 0.0, -0.6], [-0.5, 0.7, -0.3], [0.2, 0.3, 0.0], [0.0, 0.4, 0.2], [-0.5, -0.5, 0.0], [0.3, 0.2, 0.3], [-0.1, 0.4, -0.5], [0.3, -0.4, -0.1], [-0.1, 0.1, -0.1], [0.8, 0.8, -0.7], [0.0, -1.3, -0.6], [-0.8, -1.1, 0.6], [0.7, -0.5, -1.4], [-1.3, 0.6, 0.1], [-0.3, 0.9, 0.1], [0.1, -0.6, -0.1], [-0.2, 0.5, 0.0], [-0.3, -0.7, 0.3], [0.4, 0.3, 0.1], [0.4, 0.1, 1.1], [0.2, 0.0, -0.6], [1.5, 0.4, 0.6], [-0.8, 0.9, 0.5], [0.7, -0.1, 0.0], [-0.6, -0.2, -0.3], [-0.4, -0.1, 0.3], [-1.3, -0.9, 0.6], [2.3, 1.5, -1.2], [-2.2, -1.7, 0.6], [-0.2, 0.6, -0.6], [-1.6, -1.0, 2.6], [1.0, 2.2, -2.2], [-0.9, -1.1, 0.9], [2.6, -3.3, 2.7], [-2.7, 2.5, -2.4], [0.5, -0.1, 0.3], [0.1, 0.4, -0.3], [0.4, 0.4, -0.1], [1.0, -0.1, -0.3], [0.5, 0.7, -0.1], [-0.2, -0.2, 0.1], [-0.2, -0.7, 0.2], [-0.3, 0.5, -0.9], [-0.1, 0.1, 0.5], [-0.2, -0.1, -0.2], [-0.1, -0.3, -0.4], [-0.1, 0.6, 0.1], [-0.2, 0.5, -0.2], [0.9, 0.4, -0.2], [0.8, -0.6, 0.4], [-0.5, 0.1, -0.5], [2.4, -1.3, -0.5], [-2.5, 2.5, -0.7], [2.4, 1.6, 0.1], [-1.1, -0.7, 1.2], [1.3, 0.5, -1.8], [0.5, -0.4, 0.9], [-2.0, -1.1, 2.7], [-0.1, 0.5, -0.2], [-0.1, -0.3, 0.6], [-0.1, -0.6, 0.3], [-0.5, 0.3, -0.3], [0.0, 0.3, -1.0], [-0.6, -1.2, 0.6], [-0.4, -0.5, 0.4], [0.0, -0.1, 0.3], [0.2, 0.0, -0.5], [0.4, 0.2, 0.9], [-0.1, -0.2, -0.5], [0.6, 0.1, 0.0], [0.0, -0.3, -1.4], [0.4, 0.0, 0.3], [0.1, 0.0, -0.7], [0.0, 0.7, -0.5], [0.5, 0.9, -0.1], [-0.3, -1.1, 0.3], [1.3, 0.9, 0.1], [-0.2, -0.3, -0.8], [-1.1, 1.0, -1.4], [-0.7, 0.8, 0.1], [0.0, -1.8, 1.1], [-0.6, 2.1, -1.5], [0.8, -0.7, 0.7], [0.4, 0.1, -0.6], [-0.3, -0.3, 0.1], [0.5, 0.2, 0.2], [-0.2, 0.0, -0.3], [-0.5, -0.2, 0.4], [-0.2, -0.6, 0.7], [-0.1, -0.3, 0.6], [-0.4, 0.0, -0.1], [0.4, 0.1, -0.2], [0.8, 0.0, -0.1], [-0.4, 0.1, -0.1], [0.3, 0.2, 0.1], [-0.1, -0.6, 0.1], [0.1, -0.1, -0.2], [0.0, -0.5, 0.6]], "lowdin_spin": [0.000, 0.000, 0.000, 0.000, 0.000, 0.000, 0.000, 0.000, 0.000, 0.000, 0.000, 0.000, 0.000, 0.000, 0.000, 0.000, 0.000, 0.000, 0.001, 0.002, 0.000, 0.000, 0.000, 0.000, 0.000, 0.000, 0.000, 0.000, 0.001, 0.000, 0.000, 0.000, 0.000, 0.000, 0.000, 0.000, 0.000, 0.000, 0.000, 0.000, 0.000, 0.000, 0.000, 0.000, 0.000, 0.000, 0.000, 0.000, 0.000, 0.000, 0.000, 0.000, 0.000, 0.000, 0.000, 0.000, 0.000, 0.000, 0.000, 0.000, 0.000, 0.000, 0.000, 0.000, 0.000, 0.000, 0.000, 0.000, 0.000, 0.000, 0.000, 0.000, 0.000, 0.000, 0.000, 0.000, 0.000, 0.000, 0.000, 0.000, 0.000, 0.000, 0.000, 0.000, 0.000, 0.002, 0.015, 0.070, 0.065, 0.672, 0.070, 0.011, 0.004, 0.001, 0.000, 0.000, 0.000, 0.011, 0.002, 0.005, 0.007, 0.019, 0.007, 0.033, 0.000, 0.000, 0.000, 0.000, 0.000, 0.000, 0.000, 0.000, 0.000, 0.000, 0.000, 0.000, 0.000, 0.000, 0.000, 0.000, 0.000, 0.000, 0.000, 0.000, 0.000, 0.000, 0.000, 0.000, 0.000, 0.000, 0.000, 0.000, 0.000, 0.000, 0.000, 0.000, 0.000, 0.000, 0.000, 0.000, 0.000, 0.000, 0.000, 0.000, 0.000, 0.000, 0.000, 0.000, 0.000, 0.000, 0.000, 0.000, 0.000, 0.000, 0.000, 0.000, 0.000], "homo_ha": [-0.3650, -0.3650], "multiplicity": 2, "e_tot_ev": -75449.8850, "lumo_energy_ev": [-2.47, -7.72], "total_charge": 1, "gap_ev": [7.5, 2.2]}